{"formula": "C3H8OS2", "method": "wB97M-V/def2-TZVPD", "de_lowest_kj_mol": 37.2, "smiles": "OCCCSS", "gap_ev": 9.00, "lumo_energy_ha": 0.0230, "homo_ev": -8.37, "species": ["C", "C", "O", "C", "S", "S", "H", "H", "H", "H", "H", "H", "H", "H"], "xyz": [[-0.0253, -0.6645, -0.1873], [0.6798, -0.4812, -1.5393], [0.6104, -1.7585, -2.1779], [-0.2711, 0.6393, 0.5290], [-1.2417, 0.2130, 2.0261], [-1.1386, 2.0277, 3.0213], [0.5742, -1.3582, 0.4022], [-0.9514, -1.1863, -0.4413], [0.2802, 0.3378, -2.1476], [1.7308, -0.2133, -1.3618], [0.8623, -1.6466, -3.0847], [-0.7315, 1.3871, -0.1260], [0.6387, 1.1829, 0.8116], [-1.0167, 1.5209, 4.2757]], "forces_ev_per_angstrom": [[0.263, -0.059, -1.194], [0.598, -0.300, 0.637], [-0.254, 0.422, 0.486], [0.309, 0.545, 0.368], [0.075, 0.335, -0.505], [-0.169, 0.049, 0.477], [-0.018, 0.088, 0.135], [-0.175, 0.155, 0.285], [-0.440, -0.240, 0.026], [-0.014, -0.047, 0.005], [0.238, -0.036, -0.714], [-0.720, -0.389, 0.150], [0.161, -0.610, 0.325], [0.146, 0.086, -0.480]], "mulliken_charge": [-0.6829, -0.5730, -0.4968, -0.5807, -0.0921, -0.2241, 0.3305, 0.3650, 0.3658, 0.2818, 0.2898, 0.4207, 0.4430, 0.1531]}